(1)
Below is a molecular structure, C86H88O4P3Sb2Ta in a non-equilibrium geometry, with properties calculated with wB97M-V/def2-TZVPD.

```
184
Properties=species:S:1:pos:R:3
Ta 0.38445 -0.62921 0.05964
C 3.85406 -6.00430 -0.26253
C 3.74813 -5.71650 1.09331
C 2.76800 -4.84601 1.54781
C 1.90340 -4.24311 0.64252
C 1.99375 -4.54990 -0.71574
C 2.96506 -5.43456 -1.16563
P 0.51563 -3.19493 1.16506
C -0.64048 -4.49742 1.72896
C -1.27740 -4.45731 2.96642
C -2.12026 -5.49603 3.35299
C -2.34003 -6.57166 2.50558
C -1.72091 -6.60650 1.26065
C -0.88373 -5.57539 0.87060
C 0.85398 -2.15157 2.59600
C 1.16454 -2.50777 3.90344
C 1.34588 -1.50773 4.84514
C 1.27672 -0.16281 4.47219
C 0.97329 0.19446 3.17318
C 0.70462 -0.79923 2.22774
H 4.62279 -6.68411 -0.61180
H 4.42303 -6.18199 1.80339
H 2.66011 -4.65949 2.61112
H 1.30339 -4.09929 -1.42193
H 3.01572 -5.69407 -2.21819
H -1.12098 -3.62742 3.63695
H -2.59924 -5.46327 4.32563
H -2.99252 -7.38097 2.81134
H -1.88585 -7.44593 0.59440
H -0.41213 -5.61703 -0.10400
H 1.26591 -3.54842 4.18944
H 1.57474 -1.77303 5.87151
H 1.46042 0.61147 5.21048
H 0.92557 1.24770 2.90598
C -3.86593 1.82176 -5.29951
C -4.18600 0.56271 -4.80782
C -3.27443 -0.14615 -4.03722
C -2.01644 0.39048 -3.76346
C -1.71659 1.66847 -4.23921
C -2.63149 2.38086 -5.00325
P -0.67379 -0.56648 -2.95998
C -0.01406 -1.51969 -4.38147
C -0.52028 -1.43379 -5.67672
C -0.00179 -2.24580 -6.68240
C 1.02711 -3.13457 -6.40662
C 1.54265 -3.21777 -5.11807
C 1.02405 -2.41544 -4.11210
C -1.53890 -1.86005 -2.05012
C -2.27108 -2.89529 -2.63391
C -3.01661 -3.73815 -1.83378
C -3.02396 -3.55177 -0.44771
C -2.23786 -2.57945 0.12060
C -1.43291 -1.71728 -0.65695
H -4.58190 2.37064 -5.90177
H -5.15193 0.12237 -5.03188
H -3.55461 -1.11968 -3.65923
H -0.76432 2.12258 -4.00868
H -2.37548 3.37206 -5.36169
H -1.32183 -0.74247 -5.90671
H -0.40996 -2.18158 -7.68523
H 1.42659 -3.76392 -7.19449
H 2.35165 -3.90781 -4.90121
H 1.41260 -2.49670 -3.10316
H -2.26011 -3.02724 -3.70937
H -3.60616 -4.53341 -2.27785
H -3.61596 -4.20371 0.18443
H -2.22556 -2.49988 1.20528
C -5.39027 1.05175 3.52520
C -4.67727 2.28062 3.00486
C -5.23974 3.52536 3.29054
C -4.70167 4.71101 2.81034
C -3.57740 4.67236 2.00228
C -3.00162 3.44385 1.70788
C -3.51771 2.25609 2.20812
Sb -2.48022 0.43151 1.67871
C -2.37120 -0.34457 3.70657
C -2.62708 -1.68671 3.98339
C -2.62577 -2.17157 5.28446
C -2.32661 -1.31660 6.33296
C -2.01697 0.00552 6.06228
C -2.02597 0.51774 4.76511
C -1.68579 1.98191 4.59801
C -4.24403 -0.21692 0.59669
C -4.36509 0.59555 -0.53173
C -5.46998 0.51031 -1.36342
C -6.45869 -0.42247 -1.08534
C -6.33197 -1.24195 0.02486
C -5.24188 -1.15234 0.89354
C -5.22572 -2.05848 2.09738
H -6.01098 1.30352 4.38612
H -4.70162 0.26692 3.82652
H -6.04777 0.64601 2.74830
H -6.13186 3.55669 3.91013
H -5.16586 5.65774 3.06242
H -3.14657 5.58138 1.59938
H -2.13822 3.42268 1.07281
H -2.86670 -2.37686 3.18790
H -2.87507 -3.21068 5.47616
H -2.32106 -1.68122 7.35421
H -1.76071 0.67442 6.88168
H -1.01119 2.30496 5.39484
H -2.58555 2.60011 4.65052
H -1.20476 2.19671 3.64433
H -3.60190 1.33674 -0.75631
H -5.55868 1.17483 -2.21523
H -7.33364 -0.50093 -1.72192
H -7.11686 -1.95880 0.25287
H -6.24270 -2.32098 2.39303
H -4.74886 -1.58008 2.94319
H -4.69805 -2.99532 1.87996
C 0.20731 6.22100 -0.52964
C -0.90506 5.35439 -1.07586
C -2.07196 6.00638 -1.49050
C -3.17185 5.32328 -1.99296
C -3.13693 3.94072 -2.08168
C -1.98742 3.27734 -1.68724
C -0.86458 3.95123 -1.19717
Sb 0.75613 2.58448 -0.79226
C 2.12755 3.42195 -2.25291
C 2.71911 4.61722 -1.84419
C 3.51317 5.35780 -2.70209
C 3.72928 4.90209 -3.99539
C 3.17409 3.69769 -4.39374
C 2.37712 2.93250 -3.53826
C 1.90264 1.60259 -4.05228
C 1.47509 3.37356 1.07382
C 0.43617 3.70853 1.94526
C 0.69111 4.20987 3.21173
C 2.00812 4.37065 3.62470
C 3.04177 4.02448 2.76887
C 2.80607 3.52389 1.48441
C 4.00272 3.20804 0.61502
H -0.21295 7.10251 -0.04445
H 0.85440 6.56973 -1.33859
H 0.81683 5.69579 0.20220
H -2.10996 7.09024 -1.40756
H -4.05573 5.87144 -2.30088
H -3.99493 3.38286 -2.44621
H -1.96068 2.19721 -1.76097
H 2.56091 4.98033 -0.83785
H 3.95733 6.28728 -2.36213
H 4.34037 5.47402 -4.68448
H 3.36602 3.31962 -5.39530
H 1.07229 1.71212 -4.74995
H 1.58886 0.95432 -3.23659
H 2.70004 1.09782 -4.60086
H -0.59200 3.60423 1.62959
H -0.13448 4.47937 3.86320
H 2.22925 4.76977 4.60831
H 4.07246 4.15132 3.09389
H 4.38856 4.11198 0.13725
H 3.75882 2.49289 -0.16825
H 4.81188 2.80037 1.22087
C 4.66246 -1.95902 3.06883
C 4.86113 -1.47266 1.65508
C 5.26869 -0.00371 1.70005
C 5.89483 -2.36558 0.97871
O 3.50116 -1.61624 0.98366
P 3.04369 -0.89952 -0.32806
O 1.87807 -1.67782 -0.98653
O 2.34985 0.43012 -0.00789
O 4.34635 -0.84800 -1.13732
C 4.76179 -0.44069 -2.51234
C 6.17260 -0.96868 -2.66434
C 4.74022 1.06965 -2.57251
C 3.82828 -1.08800 -3.51688
H 5.63228 -1.95705 3.56697
H 4.26942 -2.97746 3.09024
H 3.99226 -1.30000 3.61412
H 4.45215 0.59340 2.11779
H 5.52539 0.38806 0.71461
H 6.14075 0.10292 2.34656
H 6.81256 -2.34307 1.57119
H 6.13164 -2.04642 -0.02761
H 5.53047 -3.39275 0.94217
H 6.82637 -0.55311 -1.89496
H 6.55978 -0.67493 -3.64083
H 6.19218 -2.05818 -2.59733
H 5.46103 1.49009 -1.86469
H 3.75129 1.45080 -2.32210
H 4.99678 1.41136 -3.57618
H 3.82439 -2.17516 -3.38305
H 4.16451 -0.86265 -4.53053
H 2.80755 -0.72091 -3.39972
```

LUMO level, eV: -6.1
E, Ha: -5192.08515
Charge: +2
Highest occupied orbital energy, eV: -12.25

(2)
Below is a single C11H21N5O5 molecule in a non-equilibrium geometry, with properties calculated with wB97M-V/def2-TZVPD.

```
42
Properties=species:S:1:pos:R:3
H 3.63147 -0.79440 2.48454
N 3.25447 -1.01904 1.57671
C 3.60159 -0.27791 0.58675
N 4.70134 0.53556 0.91207
N 3.03470 -0.19630 -0.64978
C 2.47084 -1.58883 -0.95203
C 1.99460 -1.82406 -2.37081
C 0.96419 -0.85954 -2.96480
C -0.39796 -0.61898 -2.34227
N -1.31923 -0.16240 -3.28385
C -0.28198 0.29462 -1.09284
O 0.59351 1.11323 -1.12905
N -1.27609 0.26196 -0.10115
C -0.96446 0.97465 1.10722
C -2.08850 0.51247 2.16743
C -3.47474 1.11951 2.07289
C -4.29603 0.66011 0.90629
O -4.90418 1.30101 0.09726
O -4.33473 -0.70877 0.60183
C 0.36982 0.56078 1.66728
O 1.27633 1.26853 1.92214
O 0.57350 -0.83526 1.59924
H 5.02753 0.91142 0.02163
H 5.43260 0.32086 1.54503
H 2.56453 0.68411 -0.83571
H 1.58182 -1.68713 -0.28172
H 3.21692 -2.26901 -0.57112
H 2.96083 -1.83320 -2.96690
H 1.67631 -2.85577 -2.42121
H 1.47813 0.06198 -3.04451
H 0.79188 -1.26352 -3.95344
H -0.58614 -1.65193 -1.91664
H -1.15583 0.83037 -3.46716
H -1.23396 -0.63590 -4.12038
H -1.83811 -0.47755 -0.12902
H -0.95639 2.04424 1.25145
H -2.07569 -0.58953 2.31303
H -1.71066 0.86972 3.17960
H -4.03273 0.94475 3.02758
H -3.34825 2.20802 1.88675
H -4.80243 -0.74074 -0.28092
H 1.59211 -0.84208 1.65909
```

LUMO level, eV: 0.7
E, Ha: -1081.72394
SMILES: [H]/N=C(\N)NCCC[C@H](N)C(=O)N[C@@H](CCC(=O)O)C(=O)O
Highest occupied orbital energy, eV: -9.04

(3)
Below is a single C5H12N2 molecule in a non-equilibrium geometry, with properties calculated with wB97M-V/def2-TZVPD.

```
19
Properties=species:S:1:pos:R:3
C -0.12853 1.30453 -1.53846
C 0.01507 -0.22205 -1.36235
N 0.84507 -0.73734 -2.49345
C 0.58746 -0.71115 -0.01554
C 0.13335 0.09756 1.16871
C -0.62318 -0.47630 2.12969
N -1.01310 0.13666 3.32414
H -1.13054 1.63911 -1.28728
H 0.67849 1.85092 -1.06523
H -0.09696 1.38013 -2.62969
H -0.95544 -0.70378 -1.50092
H 0.95014 -1.73338 -2.37965
H 1.70943 -0.21852 -2.50172
H 1.68629 -0.68777 0.00191
H 0.31367 -1.76502 0.07785
H 0.16810 1.17445 1.06680
H -0.67482 -1.55545 2.00211
H -0.47915 0.96439 3.50042
H -1.98535 0.26300 3.50264
```

LUMO level, eV: 1.1
E, Ha: -307.18106
SMILES: C[C@@H](N)C/C=C/N
Highest occupied orbital energy, eV: -8.33

(4)
Below is a molecular structure, C14H20Cl3GeN3O5PPd, with properties calculated with wB97M-V/def2-TZVPD.

```
48
Properties=species:S:1:pos:R:3
Pd -0.54559 0.33829 -0.71590
O -4.01351 -0.67697 1.61751
C -2.89407 -0.25030 1.31530
O -2.48938 0.00190 0.13869
C -1.96961 0.09407 2.51713
C -1.26752 1.44953 2.35963
C -0.76321 1.96563 3.71774
C 0.47456 1.05522 3.94931
C 0.42695 0.17005 2.69318
O -0.03575 1.10902 1.71484
C -0.74815 -0.82478 2.85418
C -0.50695 -2.12896 2.10117
O -0.35546 -3.16689 2.72360
O -0.41456 -2.01544 0.80670
H -2.63259 0.11585 3.38187
H -1.80844 2.16572 1.74543
H -1.51659 1.88414 4.50204
H -0.46637 3.01247 3.63216
H 0.40778 0.46511 4.86366
H 1.39851 1.63428 3.97982
H 1.37251 -0.24843 2.35568
H -0.81160 -1.14133 3.89436
Cl 2.75170 0.05535 -0.95689
Ge 0.34182 -3.32721 -0.36122
Cl -1.30807 -4.93034 -0.30172
Cl -0.55177 -2.16614 -2.16457
C 4.72322 2.16968 -2.72991
N 2.92750 0.42825 0.69996
C 3.86920 1.49661 0.81154
N 3.47514 2.81851 0.26106
C 4.29344 3.41358 -0.72428
N 3.93727 2.96329 -2.10649
C 2.60906 3.37380 -2.53812
P 1.20660 2.71334 -1.45132
C 1.21942 0.92819 -1.60674
C 2.05918 3.10822 0.16032
H 4.41491 1.84294 -3.72264
H 5.80194 2.09006 -2.38138
H 4.86715 1.29583 0.38799
H 3.98820 1.59085 1.89895
H 5.34867 3.17643 -0.59166
H 4.16462 4.50213 -0.73156
H 2.45486 3.05859 -3.57007
H 2.56534 4.46740 -2.49457
H 1.24315 0.60791 -2.65440
H 7.13299 2.84112 -2.32382
H 1.51832 2.55948 0.92958
H 1.89714 4.18196 0.32316
```

LUMO level (spin up / spin down), eV: 4.4 / 4.4
E, Ha: -5012.59496
⟨S²⟩: 0.753
Charge: -2
Spin multiplicity: 2
Highest occupied orbital energy (spin up / spin down), eV: -1.87 / -2.03

(5)
Below is 2 unconnected molecules or ions with the total composition C4H5N3O in a non-equilibrium geometry, with properties calculated with wB97M-V/def2-TZVPD.

```
13
Properties=species:S:1:pos:R:3
C 0.98236 -0.70460 -0.55019
C -1.54958 -0.37897 0.73182
C -1.39803 0.82265 0.02035
C -1.55575 1.91638 -0.52747
H 2.59004 0.61756 1.52975
H 1.69862 -0.63578 -1.43424
H -0.08082 -2.17192 -1.12849
H -1.82535 -0.52351 2.00321
H -1.24923 2.91549 -0.78451
N 1.29327 -0.10448 0.42750
N -0.25342 -1.17532 -0.88003
N -1.03375 -1.41902 0.39385
O 2.38165 0.84153 0.19846
```

LUMO level, eV: 0.2
E, Ha: -394.59105
Highest occupied orbital energy, eV: -9.19